1.
Density functional theory data (wB97M-V/def2-TZVPD) for a cluster of 3 separate species, C28H58I2N5O2S in total at a distorted geometry.

Positions of all 96 atoms, in Å:
C -2.532 -2.030 -0.274
C -2.049 -0.712 -1.109
I -3.581 -0.484 -2.694
C -0.567 -1.040 -1.680
I -0.642 -1.508 -3.805
C 0.468 0.215 -1.530
C -0.357 1.519 -1.961
N 0.487 2.681 -2.421
C 0.727 3.715 -1.353
C -0.264 4.968 -1.399
C -1.829 4.607 -1.399
C -2.525 4.645 0.048
C -2.005 3.521 1.068
C -1.963 4.180 2.563
C -0.437 4.453 3.051
S -0.001 6.169 2.493
C 1.791 6.501 2.688
N 2.213 7.865 2.454
N 3.571 7.903 2.618
C 3.985 6.566 2.944
O 2.883 5.670 3.019
C 1.772 2.245 -3.114
C 2.473 1.085 -2.267
O 1.602 -0.094 -2.379
H -2.860 -2.846 -0.996
H -1.707 -2.332 0.449
H -3.485 -1.699 0.287
H -2.084 0.147 -0.352
H -0.134 -1.946 -1.112
H 0.833 0.229 -0.442
H -0.910 1.880 -1.013
H -1.153 1.340 -2.760
H -0.059 3.159 -3.172
H 1.788 4.134 -1.542
H 0.784 3.174 -0.353
H -0.055 5.514 -2.396
H -0.081 5.742 -0.578
H -2.101 3.621 -1.904
H -2.348 5.431 -2.019
H -2.522 5.698 0.521
H -3.644 4.419 -0.138
H -0.946 3.145 0.875
H -2.679 2.598 1.134
H -2.575 5.146 2.595
H -2.454 3.465 3.310
H -0.415 4.466 4.201
H 0.294 3.665 2.674
H 5.094 6.343 3.103
H 2.455 3.125 -3.366
H 1.457 1.794 -4.127
H 2.585 1.342 -1.148
H 3.499 0.783 -2.666
C -1.420 0.181 2.681
C -1.474 -0.624 3.974
N -2.333 -0.039 4.996
C -2.174 -0.664 6.309
C -2.579 -2.131 6.450
C -3.712 0.232 4.600
C -4.553 -0.944 4.105
H -1.106 1.211 2.869
H -0.696 -0.271 1.995
H -2.386 0.196 2.168
H -0.450 -0.670 4.362
H -1.766 -1.653 3.735
H -2.717 -0.075 7.056
H -1.120 -0.575 6.597
H -3.663 -2.250 6.488
H -2.186 -2.529 7.391
H -2.185 -2.753 5.645
H -3.699 0.996 3.813
H -4.238 0.715 5.430
H -4.006 -1.593 3.418
H -5.428 -0.568 3.566
H -4.927 -1.548 4.931
C 4.846 -7.657 -3.617
C 4.405 -6.201 -3.521
N 3.579 -5.756 -4.639
C 3.386 -4.309 -4.672
C 2.611 -3.670 -3.520
C 2.384 -6.548 -4.913
C 1.356 -6.693 -3.792
H 5.377 -7.848 -4.553
H 5.524 -7.892 -2.792
H 4.001 -8.346 -3.547
H 5.317 -5.594 -3.497
H 3.901 -6.050 -2.559
H 2.906 -4.031 -5.617
H 4.376 -3.839 -4.715
H 1.538 -3.849 -3.606
H 2.752 -2.583 -3.542
H 2.949 -4.021 -2.543
H 2.701 -7.552 -5.216
H 1.882 -6.149 -5.801
H 1.816 -6.892 -2.822
H 0.689 -7.532 -4.012
H 0.728 -5.806 -3.704

Output
HOMO = -9.619 eV
E_tot = -68545.6373 eV
total charge = +1

Charge distribution, Löwdin scheme, values in e:
1 C -0.188
2 C -0.753
3 I 0.745
4 C -0.629
5 I 0.888
6 C -0.345
7 C -0.099
8 N -0.112
9 C -0.131
10 C -0.140
11 C -0.195
12 C -0.194
13 C -0.196
14 C -0.238
15 C -0.460
16 S 0.914
17 C -0.531
18 N -0.028
19 N -0.005
20 C -0.098
21 O -0.037
22 C -0.057
23 C -0.119
24 O -0.236
25 H 0.071
26 H 0.080
27 H 0.081
28 H 0.068
29 H 0.110
30 H 0.164
31 H 0.121
32 H 0.091
33 H 0.186
34 H 0.145
35 H 0.129
36 H 0.127
37 H 0.112
38 H 0.101
39 H 0.126
40 H 0.114
41 H 0.126
42 H 0.072
43 H 0.106
44 H 0.104
45 H 0.106
46 H 0.094
47 H 0.081
48 H 0.140
49 H 0.152
50 H 0.161
51 H 0.142
52 H 0.154
53 C -0.095
54 C -0.260
55 N -0.191
56 C -0.246
57 C -0.086
58 C -0.248
59 C -0.081
60 H 0.063
61 H 0.064
62 H 0.055
63 H 0.122
64 H 0.099
65 H 0.115
66 H 0.110
67 H 0.058
68 H 0.077
69 H 0.067
70 H 0.089
71 H 0.119
72 H 0.063
73 H 0.076
74 H 0.060
75 C -0.090
76 C -0.273
77 N -0.193
78 C -0.247
79 C -0.113
80 C -0.246
81 C -0.086
82 H 0.081
83 H 0.074
84 H 0.065
85 H 0.117
86 H 0.095
87 H 0.113
88 H 0.109
89 H 0.008
90 H 0.052
91 H 0.069
92 H 0.103
93 H 0.115
94 H 0.069
95 H 0.075
96 H 0.050

2.
Density functional theory data (wB97M-V/def2-TZVPD) for a cluster of 8 separate species, C28H58NO15S6 in total at a distorted geometry.

Positions of all 108 atoms, in Å:
N -0.146 0.199 -0.154
H 0.405 1.092 -0.462
H -0.900 0.536 0.361
H 0.221 -0.121 0.603
H -0.448 -0.380 -0.956
C 1.538 -3.917 -3.076
C 2.656 -3.121 -2.296
C 3.570 -2.434 -3.336
O 3.207 -1.116 -3.246
C 2.404 -0.885 -2.212
O 2.129 0.152 -1.718
O 2.108 -2.088 -1.545
H 0.674 -4.343 -2.318
H 1.629 -4.761 -3.860
H 0.962 -3.208 -3.586
H 3.128 -3.970 -1.711
H 3.385 -2.774 -4.375
H 4.568 -2.529 -3.115
C -5.298 -3.191 0.435
C -5.210 -3.493 -0.989
C -4.225 -2.474 -1.706
S -3.110 -2.022 -0.360
O -3.305 -0.624 -0.134
O -1.763 -2.469 -0.591
C -3.892 -2.882 1.017
H -5.694 -3.834 1.035
H -5.955 -2.276 0.597
H -6.282 -3.869 -1.472
H -4.585 -4.401 -1.269
H -4.832 -1.851 -2.233
H -3.540 -2.824 -2.545
H -3.835 -2.204 1.945
H -3.255 -3.969 1.191
C -0.134 -2.512 5.107
C -0.186 -4.011 4.615
C -0.468 -4.096 3.119
S -0.134 -2.495 2.427
O -1.346 -1.746 2.126
O 1.116 -2.380 1.654
C 0.514 -1.750 4.038
H 0.214 -2.181 6.062
H -1.127 -2.005 5.092
H -0.877 -4.859 5.109
H 0.871 -4.170 4.785
H -1.647 -4.324 2.928
H 0.334 -4.635 2.610
H 0.172 -0.758 4.084
H 1.684 -1.939 3.950
C 6.362 -0.161 1.766
C 5.786 -1.630 1.676
C 4.470 -1.340 0.889
S 4.003 0.333 1.129
O 2.683 0.478 1.679
O 4.216 0.995 -0.187
C 5.265 0.800 2.208
H 6.575 -0.087 0.733
H 7.064 -0.168 2.470
H 5.407 -1.934 2.717
H 6.430 -2.511 1.265
H 3.746 -1.991 1.268
H 4.649 -1.487 -0.288
H 4.864 0.479 3.080
H 5.623 1.781 2.146
C -0.965 -0.816 -6.023
C 0.168 -0.633 -4.990
C 0.016 0.923 -4.587
S -1.637 1.036 -4.251
O -2.143 2.323 -4.491
O -1.831 0.424 -2.931
C -2.188 -0.158 -5.433
H -1.314 -1.836 -6.249
H -0.589 -0.269 -6.790
H 1.184 -0.830 -5.309
H -0.001 -1.306 -4.306
H 0.251 1.466 -5.420
H 0.803 1.142 -3.650
H -2.749 0.280 -6.314
H -2.899 -0.899 -4.958
C 2.735 4.575 4.163
C 1.313 5.310 4.051
C 0.600 4.708 2.880
S 1.409 3.324 2.340
O 2.286 3.642 1.221
O 0.412 2.289 2.209
C 2.460 3.060 3.668
H 3.013 4.404 5.296
H 3.525 5.082 3.507
H 1.327 6.353 4.294
H 0.604 4.942 4.843
H 0.491 5.477 2.090
H -0.422 4.299 2.906
H 3.549 2.447 3.728
H 1.730 2.394 4.246
C -3.416 5.395 -1.409
C -4.302 4.246 -1.954
C -3.513 2.993 -1.621
S -3.266 3.269 0.059
O -1.992 2.828 0.524
O -4.493 2.951 0.820
C -3.223 5.065 0.129
H -3.995 6.304 -1.617
H -2.603 5.373 -1.858
H -4.533 4.498 -3.015
H -5.149 4.354 -1.212
H -2.603 2.965 -2.087
H -3.930 2.056 -1.623
H -2.391 5.606 0.441
H -4.167 5.295 0.508

Output
HOMO = -11.653 eV
E_tot = -127171.9774 eV
total charge = +1

Results of the Löwdin charge analysis, in e, for atoms 1 through 99:
1 N 0.359
2 H 0.194
3 H 0.073
4 H 0.000
5 H 0.121
6 C -0.039
7 C -0.322
8 C -0.111
9 O 0.091
10 C -0.523
11 O 0.145
12 O 0.061
13 H 0.135
14 H 0.111
15 H 0.013
16 H 0.167
17 H 0.148
18 H 0.106
19 C -0.267
20 C -0.231
21 C -0.203
22 S 0.619
23 O -0.316
24 O -0.340
25 C -0.214
26 H 0.047
27 H 0.157
28 H 0.181
29 H 0.119
30 H 0.059
31 H 0.119
32 H 0.127
33 H 0.168
34 C -0.246
35 C -0.193
36 C -0.246
37 S 0.718
38 O -0.342
39 O -0.356
40 C -0.235
41 H 0.112
42 H 0.123
43 H 0.166
44 H 0.101
45 H 0.155
46 H 0.099
47 H 0.083
48 H 0.149
49 C -0.192
50 C -0.170
51 C -0.246
52 S 0.668
53 O -0.319
54 O -0.322
55 C -0.220
56 H 0.108
57 H 0.073
58 H 0.125
59 H 0.148
60 H 0.059
61 H 0.157
62 H 0.067
63 H 0.114
64 C -0.198
65 C -0.170
66 C -0.198
67 S 0.619
68 O -0.275
69 O -0.330
70 C -0.231
71 H 0.134
72 H 0.080
73 H 0.117
74 H 0.028
75 H 0.071
76 H 0.183
77 H 0.134
78 H 0.124
79 C -0.164
80 C -0.198
81 C -0.291
82 S 0.583
83 O -0.318
84 O -0.334
85 C -0.269
86 H 0.137
87 H 0.132
88 H 0.102
89 H 0.125
90 H 0.130
91 H 0.113
92 H 0.165
93 H 0.117
94 C -0.182
95 C -0.184
96 C -0.240
97 S 0.686
98 O -0.325
99 O -0.320

3.
Density functional theory data (wB97M-V/def2-TZVPD) for a structure of composition C28H59F5NOPSi2 at a distorted geometry.

Positions of all 97 atoms, in Å:
C -1.454 1.640 0.933
C -0.789 2.921 1.438
C -0.441 3.898 0.309
C 0.021 5.262 0.856
C 1.267 5.793 0.155
C 1.075 5.993 -1.361
C 2.361 5.682 -2.150
C 2.351 4.227 -2.680
C 3.611 3.405 -2.335
C 3.393 2.534 -1.093
C 4.166 1.216 -1.053
C 3.550 0.266 -0.008
C 3.540 -1.206 -0.444
Si 2.328 -2.314 0.485
C 1.349 -1.442 1.803
C 2.279 -0.789 2.859
C 1.997 -1.275 4.258
F 2.647 -0.428 5.166
O 1.396 -3.167 -0.615
Si -0.091 -2.605 -1.124
C -0.628 -3.730 -2.539
C 0.580 -4.456 -3.181
C -1.392 -2.673 0.215
C -2.819 -2.549 -0.400
C -3.689 -3.764 -0.111
C -4.074 -3.933 1.362
C -4.612 -2.674 2.045
C -5.785 -1.985 1.332
C -5.741 -0.454 1.460
C -6.539 0.269 0.353
C 0.015 -0.832 -1.889
F -1.244 -0.586 -2.393
F 0.257 0.155 -0.975
C 1.025 -0.689 -3.079
F 0.351 -0.671 -4.269
F 1.706 0.495 -2.961
P 3.503 -3.924 1.577
N 2.659 -4.515 2.795
H -1.874 1.088 1.774
H -0.739 0.975 0.448
H -2.263 1.850 0.237
H -1.486 3.417 2.113
H 0.119 2.651 1.976
H -1.337 4.016 -0.297
H 0.357 3.446 -0.280
H -0.786 5.993 0.838
H 0.279 5.123 1.909
H 1.506 6.767 0.583
H 2.109 5.126 0.336
H 0.262 5.359 -1.707
H 0.772 7.023 -1.547
H 2.467 6.361 -2.992
H 3.205 5.809 -1.475
H 2.204 4.214 -3.759
H 1.479 3.734 -2.255
H 3.903 2.796 -3.189
H 4.421 4.112 -2.155
H 3.626 3.108 -0.195
H 2.333 2.285 -1.043
H 4.191 0.765 -2.042
H 5.201 1.413 -0.770
H 2.557 0.612 0.268
H 4.166 0.335 0.888
H 4.546 -1.612 -0.313
H 3.341 -1.299 -1.511
H 0.727 -2.183 2.309
H 0.668 -0.693 1.403
H 3.323 -1.030 2.632
H 2.220 0.295 2.824
H 2.388 -2.273 4.423
H 0.935 -1.254 4.500
H -1.272 -4.484 -2.092
H -1.171 -3.169 -3.294
H 0.873 -5.294 -2.554
H 1.454 -3.817 -3.275
H 0.312 -4.844 -4.160
H -1.291 -3.655 0.675
H -1.278 -1.880 0.949
H -3.280 -1.649 -0.001
H -2.792 -2.409 -1.480
H -4.600 -3.691 -0.706
H -3.190 -4.673 -0.450
H -3.183 -4.249 1.910
H -4.793 -4.747 1.458
H -4.886 -2.914 3.070
H -3.791 -1.958 2.116
H -5.793 -2.233 0.274
H -6.722 -2.345 1.758
H -6.143 -0.176 2.430
H -4.706 -0.128 1.380
H -6.755 -0.394 -0.480
H -5.975 1.116 -0.029
H -7.485 0.647 0.732
H 1.746 -1.505 -3.094
H 3.740 -4.935 0.610
H 4.767 -3.401 1.933
H 3.170 -4.452 3.666

Output
HOMO = -8.285 eV
E_tot = -72164.7033 eV

Charge distribution, Löwdin scheme, values in e:
1 C -0.109
2 C -0.259
3 C -0.215
4 C -0.207
5 C -0.209
6 C -0.206
7 C -0.190
8 C -0.191
9 C -0.192
10 C -0.217
11 C -0.201
12 C -0.252
13 C -0.236
14 Si 0.419
15 C -0.254
16 C -0.230
17 C -0.205
18 F -0.069
19 O -0.284
20 Si 0.576
21 C -0.247
22 C -0.142
23 C -0.190
24 C -0.241
25 C -0.218
26 C -0.204
27 C -0.209
28 C -0.213
29 C -0.250
30 C -0.101
31 C -0.410
32 F 0.050
33 F 0.022
34 C -0.285
35 F 0.077
36 F 0.072
37 P 0.614
38 N -0.374
39 H 0.067
40 H 0.033
41 H 0.075
42 H 0.107
43 H 0.104
44 H 0.112
45 H 0.090
46 H 0.112
47 H 0.104
48 H 0.108
49 H 0.100
50 H 0.095
51 H 0.105
52 H 0.101
53 H 0.099
54 H 0.106
55 H 0.081
56 H 0.103
57 H 0.104
58 H 0.116
59 H 0.079
60 H 0.098
61 H 0.113
62 H 0.084
63 H 0.105
64 H 0.076
65 H 0.060
66 H 0.077
67 H 0.056
68 H 0.087
69 H 0.112
70 H 0.097
71 H 0.122
72 H 0.073
73 H 0.078
74 H 0.071
75 H 0.049
76 H 0.070
77 H 0.091
78 H 0.066
79 H 0.096
80 H 0.087
81 H 0.103
82 H 0.107
83 H 0.103
84 H 0.111
85 H 0.110
86 H 0.092
87 H 0.089
88 H 0.113
89 H 0.104
90 H 0.082
91 H 0.063
92 H 0.062
93 H 0.064
94 H 0.135
95 H -0.037
96 H -0.032
97 H -0.061